1.
Density functional theory data (the ωB97M-V functional and the def2-TZVPD basis) for 2 unconnected molecules or ions with the total composition C3H9NO2.

Computed properties:
HOMO-LUMO gap (spin up / spin down): 0.449 / 0.247 Ha
LUMO level (spin up / spin down): -3.3 / -8.8 eV
Highest occupied orbital energy (spin up / spin down): -15.51 / -15.51 eV
Expectation value of S²: 0.771
Multiplicity: 2
Charge: +1

Positions of all 15 atoms, in Å:
C1 -0.5567 -0.8423 -1.2118
C2 0.8863 -0.9003 -1.1441
N1 1.5002 -0.6562 0.0964
C3 0.7633 -0.1965 1.2450
O1 1.6738 -1.1642 -1.9894
H1 -0.7869 -1.6277 -2.0364
H2 -1.1703 -0.9750 -0.3240
H3 -0.7318 0.1309 -1.6763
H4 2.5268 -0.6253 0.2808
H5 0.7457 -1.0244 1.9108
H6 -0.2798 0.2987 1.2952
H7 1.2109 0.6945 1.7757
H8 -1.2991 2.6540 0.2512
H9 -2.6598 2.3272 0.9169
O2 -1.8226 1.9065 0.6100



2.
Density functional theory data (the ωB97M-V functional and the def2-TZVPD basis) for 2 unconnected molecules or ions with the total composition C3H9NO2.

Computed properties:
HOMO-LUMO gap (spin up / spin down): 0.374 / 0.171 Ha
LUMO level (spin up / spin down): -4.0 / -9.5 eV
Highest occupied orbital energy (spin up / spin down): -14.18 / -14.18 eV
Expectation value of S²: 0.755
Multiplicity: 2
Charge: +1

Positions of all 15 atoms, in Å:
C1 0.9424 1.3518 -1.7235
N1 0.8160 -0.0766 -1.6429
C2 0.3381 -0.5214 -0.3382
C3 -0.1327 -1.9404 -0.3875
O1 -1.1521 -2.3818 -0.6880
H1 1.9112 1.6646 -2.0796
H2 0.3487 1.9177 -2.5772
H3 0.7010 1.8494 -0.8194
H4 0.1012 -0.3098 -2.3182
H5 -0.5035 -0.0310 0.1022
H6 1.1088 -0.5572 0.4489
H7 0.6810 -2.5549 -0.1223
H8 -1.2342 3.2086 4.1042
H9 -0.9954 1.9377 3.2737
O2 -0.6875 2.3906 3.9609



What are the relative energies? In kJ/mol: 1 0.0; 2 180.3.